one | ORCA calculation (ωB97M-V/def2-TZVPD) on a single C7H12 molecule.

The geometry in XYZ format:
```
19
Properties=species:S:1:pos:R:3
C -0.4001 0.7651 2.1579
C -0.5906 -0.3297 0.9950
C 0.3535 -0.0721 -0.1799
C 0.7191 -1.2315 -0.8799
C -0.1113 -2.5805 -1.1105
C -0.3574 2.2798 -0.6646
C 0.6010 1.3323 -0.6599
H 0.6888 1.1078 2.2323
H -0.6238 0.2404 3.1869
H -0.8418 1.8374 2.0596
H -1.6452 -0.1850 0.6985
H -0.1922 -1.3109 1.3725
H 1.7151 -1.2870 -1.4754
H 0.4015 -3.3714 -0.4520
H -0.0038 -2.9042 -2.1445
H -1.0825 -2.3691 -0.7029
H -1.1016 2.4061 -1.5358
H -0.2480 3.2389 -0.0674
H 1.6478 1.6164 -1.1200
```

As for the total charge: 0. The SMILES is C=C/C(=C/C)CC. The value obtained for the HOMO energy is -7.032 eV. The HOMO-LUMO gap is 6.73 eV.



two | ORCA calculation (ωB97M-V/def2-TZVPD) on C7H12 as an isolated structure.

The geometry in XYZ format:
```
19
Properties=species:S:1:pos:R:3
C 1.0871 1.3621 -1.0842
C -0.3930 1.2939 -0.7459
C -1.2827 0.0886 -0.5112
C -0.8116 -1.3422 -0.3320
C 0.4743 -1.3680 0.4949
C 0.3736 -0.3590 1.6169
C -1.0130 1.0526 0.6096
H 1.2909 0.9709 -2.0893
H 1.4053 2.4121 -1.0631
H 1.7115 0.8269 -0.3646
H -0.9449 2.0803 -1.2760
H -2.2692 0.1475 -0.9787
H -1.5977 -1.8737 0.2214
H -0.6833 -1.8621 -1.2888
H 0.6378 -2.3794 0.8915
H 1.3366 -1.1463 -0.1376
H 1.3214 0.0866 1.9334
H -0.1575 -0.7480 2.4951
H -0.4857 0.7572 1.6085
```

As for the total charge: 0. The value obtained for the HOMO energy is -7.685 eV. The HOMO-LUMO gap is 8.58 eV.



two ends up most stable, edging out the next structure by 0.0472 hartree.



one | ORCA calculation (ωB97M-V/def2-TZVPD) on BF4H18O9 as an isolated structure.

The geometry in XYZ format:
```
32
Properties=species:S:1:pos:R:3
B -4.0809 16.8910 -8.4016
F -4.4325 18.0887 -8.9818
F -2.7585 16.9482 -8.0896
F -4.8198 16.6248 -7.3644
F -4.1856 15.8354 -9.3054
O -6.4407 16.8493 -9.0366
H -5.7069 16.8454 -8.4220
H -6.2148 17.5250 -9.6758
O -1.0547 16.5846 -8.1897
H -1.6762 15.9346 -8.5175
H -0.1981 16.2577 -8.4647
O -3.7961 15.4245 -6.4788
H -4.6746 15.5484 -6.1195
H -3.8894 15.6154 -7.4121
O -2.7457 19.0802 -9.5376
H -2.6642 20.0050 -9.3046
H -3.3650 18.7257 -8.8996
O -3.8129 18.6134 -6.8384
H -4.7068 18.9552 -6.8226
H -3.9036 17.7196 -7.1688
O -2.4564 16.7269 -6.1292
H -3.1322 16.0502 -6.1688
H -2.3399 17.0031 -7.0383
O -2.2973 15.9419 -10.0273
H -2.6605 15.1669 -10.4559
H -2.8309 16.0534 -9.2405
O -6.2400 17.0511 -6.1291
H -5.8862 16.2014 -6.3919
H -7.1868 16.9608 -6.2378
O -4.7235 16.9011 -10.8973
H -4.5110 16.9997 -9.9692
H -5.1129 17.7398 -11.1447
```

As for the total charge: -1. The value obtained for the HOMO energy is -4.079 eV. The HOMO-LUMO gap is 6.90 eV.



two | ORCA calculation (ωB97M-V/def2-TZVPD) on a 10-piece molecular cluster, BF4H18O9 overall.

The geometry in XYZ format:
```
32
Properties=species:S:1:pos:R:3
B -0.0850 0.1156 0.3994
F -0.4000 1.4295 0.6510
F -1.0887 -0.4224 -0.4254
F 1.1006 0.1220 -0.3812
F 0.1461 -0.5875 1.5338
O 0.3043 -2.3457 -1.6725
H -0.1835 -1.7767 -1.0772
H 0.7470 -2.9706 -1.0984
O 2.7630 2.1538 -0.0854
H 2.3319 1.3288 -0.3088
H 2.8327 2.1373 0.8691
O -3.5948 -0.5176 -1.6733
H -3.9063 0.3869 -1.7052
H -2.7226 -0.4575 -1.2837
O -3.3167 -2.2114 1.4991
H -2.6731 -1.7905 0.9291
H -3.1822 -1.8039 2.3547
O 1.8019 0.6252 3.3596
H 1.4158 0.3881 2.5164
H 2.1499 1.5067 3.2248
O 1.1675 0.3537 -3.6386
H 0.7200 0.2260 -2.8021
H 1.7575 1.0915 -3.4848
O -2.4830 2.2103 -0.8783
H -2.0631 1.8523 -1.6604
H -1.8993 1.9669 -0.1598
O 4.3263 -0.1161 -1.5283
H 4.5768 0.0846 -2.4301
H 3.3816 0.0360 -1.5022
O -1.5547 -1.3024 3.5448
H -1.2353 -0.6706 4.1891
H -1.1346 -1.0422 2.7250
```

As for the total charge: -1. The value obtained for the HOMO energy is -8.085 eV. The HOMO-LUMO gap is 10.77 eV.



two ends up most stable, edging out the next structure by 1.0019 hartree.



one | ORCA calculation (ωB97M-V/def2-TZVPD) on C6H4O as an isolated structure.

The geometry in XYZ format:
```
11
Properties=species:S:1:pos:R:3
C 3.3338 -0.6477 0.0298
C 2.0800 -0.6151 0.1369
C 0.7448 -0.3502 0.0730
C 0.0447 0.9051 0.2626
C -1.3865 0.5901 0.1841
C -1.4399 -0.6760 -0.2481
O -0.1946 -1.2279 -0.3968
H 0.7454 0.7283 -0.8116
H 0.4333 1.7680 0.7965
H -2.2299 1.2117 0.4707
H -2.2610 -1.3214 -0.5284
```

As for the total charge: 0. The value obtained for the HOMO energy is -9.032 eV. The HOMO-LUMO gap is 8.91 eV.



two | ORCA calculation (ωB97M-V/def2-TZVPD) on C6H4O as an isolated structure.

The geometry in XYZ format:
```
11
Properties=species:S:1:pos:R:3
C -1.3213 -0.5837 -0.7884
C -0.5954 0.4958 -0.1339
C -0.5586 1.7533 0.2259
C 0.7570 1.5909 0.8179
O 1.5521 2.2802 1.3841
C 1.0062 -0.0099 0.4726
C 1.6180 -1.0723 0.4561
H -2.2860 -0.1198 -0.9647
H -1.4566 -1.4725 -0.1721
H -0.8882 -0.8717 -1.7460
H 2.1728 -1.9902 0.4486
```

As for the total charge: 0. The value obtained for the HOMO energy (alpha / beta) is -8.813 / -8.814 eV. The HOMO-LUMO gap (alpha / beta) is 7.16 / 7.17 eV.



one ends up most stable, edging out the next structure by 0.0320 hartree.



one | ORCA calculation (ωB97M-V/def2-TZVPD) on a single C6H4O molecule.

The geometry in XYZ format:
```
11
Properties=species:S:1:pos:R:3
C 1.4786 1.1085 0.7375
C -0.9478 1.4334 0.6194
C 0.0746 0.6543 0.3585
C -0.0262 -0.6687 -0.3314
O 0.9694 -1.3232 -0.5602
C -1.3401 -1.1461 -0.7291
C -2.3869 -1.6131 -1.1028
H 1.8328 1.8829 0.0538
H 2.1220 0.2303 0.6195
H 1.5370 1.4793 1.7633
H -3.3135 -2.0375 -1.4284
```

As for the total charge: 0. The value obtained for the HOMO energy is -10.672 eV. The HOMO-LUMO gap is 9.71 eV.



two | ORCA calculation (ωB97M-V/def2-TZVPD) on C6H4O as an isolated structure.

The geometry in XYZ format:
```
11
Properties=species:S:1:pos:R:3
C -1.7521 -0.1083 -0.5841
C -0.5095 0.6967 -0.6337
C 0.3719 1.5367 -1.0044
C 0.4670 0.6154 0.6931
O -0.0675 0.9175 1.7274
C 1.6769 -0.1695 0.5801
C 2.6020 -0.9390 0.5149
H -2.2496 0.0029 -1.5483
H -2.4135 0.2513 0.2081
H -1.5368 -1.1693 -0.4147
H 3.4112 -1.6344 0.4616
```

As for the total charge: 0. The value obtained for the HOMO energy is -10.269 eV. The HOMO-LUMO gap is 9.22 eV.



three | ORCA calculation (ωB97M-V/def2-TZVPD) on a single C6H4O molecule.

The geometry in XYZ format:
```
11
Properties=species:S:1:pos:R:3
C -0.4681 0.7984 -2.4323
C 0.0418 0.3487 -1.1401
C 0.4810 -0.0229 -0.0786
C 1.0787 -0.4728 1.1657
O 2.2742 -0.6437 1.2898
C 0.1565 -0.7128 2.2713
C -0.5707 -0.9260 3.2077
H -0.2072 0.0771 -3.2133
H -0.0229 1.7616 -2.7006
H -1.5559 0.9115 -2.4139
H -1.2073 -1.1191 4.0442
```

As for the total charge: 0. The SMILES is C#CC(=O)C#CC. The value obtained for the HOMO energy is -10.212 eV. The HOMO-LUMO gap is 9.94 eV.



three ends up most stable, edging out the next structure by 0.0740 hartree.